{"formula": "C3H2IrO3", "method": "ωB97M-V/def2-TZVPD", "total_charge": 1, "multiplicity": 5, "e_tot_ha": -445.02036, "homo_lumo_gap_ev": [8.54, 7.30], "e_homo_ev": [-14.2, -15.3], "symbols": ["O", "C", "O", "O", "C", "C", "H", "H", "Ir"], "coordinates": [[3.13038, 0.47509, -0.16397], [2.19067, -0.23552, -0.03844], [1.87933, -1.40317, 0.20442], [0.35837, 0.41916, 0.23832], [-0.86171, -0.15046, -0.10599], [-1.92806, 0.65928, -0.25520], [-2.93981, 0.25036, -0.20833], [-1.83568, 1.75425, -0.25907], [0.00651, -1.76899, 0.58828]], "forces_ev_per_a": [[-4.299, -1.154, -0.037], [5.029, 0.229, 0.501], [2.293, 0.265, -0.963], [-3.225, 0.408, -1.106], [5.160, 0.111, 1.830], [-2.518, 1.457, -0.061], [0.323, 0.034, -0.286], [0.209, -0.519, -0.158], [-2.971, -0.830, 0.280]], "nbo_charge": [-0.36, 1.07, -0.68, -0.58, 0.11, -0.15, 0.24, 0.25, 1.09]}